[1]
This record from the Open Molecules 2025 dataset describes a cluster of 12 separate species, C39H70F2NO47S11Si in total. The level of theory is ωB97M-V with the def2-TZVPD basis set.

The calculation puts the HOMO energy at -5.8 eV. Its energy is -271792.394 eV. As for the charge: -1. The value obtained for the molar mass is 1723.77 g mol⁻¹.

Atoms and positions in Å:
C: -4.4819 -2.6816 -3.6342
Si: -3.7320 -0.9441 -3.2714
C: -4.7638 -0.1623 -1.8806
C: -1.9117 -1.2550 -2.7888
C: -1.3983 -0.3681 -1.5863
C: -0.1272 0.5056 -1.9507
F: 1.0421 -0.2862 -2.0987
F: -0.3745 1.0309 -3.2358
N: 0.0085 1.5489 -0.9636
C: 0.9334 2.6062 -1.4290
C: 0.2244 3.9454 -1.9044
C: -1.3395 3.8494 -2.0697
C: -2.1620 4.3638 -0.8383
O: -2.0792 5.8079 -0.7683
C: 0.3555 1.0068 0.3631
C: -0.8826 0.9803 1.3712
O: -1.9799 1.5133 1.1229
O: -0.6421 0.3359 2.4835
C: -3.8812 0.0103 -4.9531
C: -2.8266 -0.2063 -6.0210
C: -2.9754 0.4866 -7.2964
C: -4.1337 1.3480 -7.4880
C: -5.1431 1.5851 -6.4485
C: -5.0257 0.9059 -5.1622
H: -5.4871 -2.4910 -4.1050
H: -3.8478 -3.1328 -4.4548
H: -4.5282 -3.3163 -2.7287
H: -5.8532 -0.3232 -2.1147
H: -4.5463 0.9217 -1.7043
H: -4.5239 -0.7127 -0.9309
H: -1.8633 -2.3270 -2.4315
H: -1.2320 -1.2243 -3.6888
H: -1.0589 -1.0210 -0.7311
H: -2.1522 0.3434 -1.1688
H: 1.5309 2.2289 -2.3130
H: 1.7085 2.8996 -0.6682
H: 0.4170 4.7288 -1.1180
H: 0.6714 4.2905 -2.8694
H: -1.7281 2.8379 -2.3359
H: -1.6119 4.5252 -2.9349
H: -3.2441 4.1216 -1.0573
H: -1.7752 3.8408 0.0734
H: -2.7775 6.1368 -0.1764
H: 0.6992 -0.0685 0.3208
H: 1.1616 1.5640 0.8992
H: -1.9588 -0.9133 -5.8270
H: -2.2119 0.3019 -8.0907
H: -4.2466 1.8445 -8.4770
H: -6.0258 2.2472 -6.6228
H: -5.7740 1.0273 -4.3424
C: -2.2192 3.5976 3.6007
C: -1.2460 2.9667 4.5586
O: -1.2376 3.8365 5.7056
S: -2.7052 4.4899 5.8773
O: -3.4215 3.7325 6.8507
O: -2.5600 5.9061 5.9588
O: -3.2829 4.1102 4.4234
H: -1.7652 4.4388 3.0693
H: -2.6030 2.8749 2.8786
H: -0.2483 2.8777 4.1341
H: -1.5913 1.9825 4.8828
C: 1.6467 -2.8345 -6.1600
C: 1.5501 -3.9212 -7.2144
O: 0.5362 -4.8123 -6.7310
S: -0.5583 -3.9586 -5.9054
O: -1.6547 -3.6761 -6.7692
O: -0.7189 -4.5614 -4.6285
O: 0.3014 -2.6077 -5.7305
H: 2.2275 -3.1714 -5.2977
H: 2.0799 -1.9175 -6.5509
H: 2.4912 -4.4484 -7.3553
H: 1.2148 -3.5147 -8.1723
C: -7.4050 -5.8798 -4.8487
C: -8.3310 -6.5310 -3.8378
O: -7.8085 -6.1516 -2.5640
S: -7.1450 -4.6807 -2.6814
O: -8.0956 -3.7240 -2.2289
O: -5.8274 -4.7578 -2.1675
O: -7.0815 -4.6045 -4.2929
H: -6.4782 -6.4482 -4.9600
H: -7.8757 -5.7612 -5.8234
H: -8.3573 -7.6148 -3.9348
H: -9.3467 -6.1342 -3.9191
C: -2.5454 0.8288 8.2045
C: -1.0596 0.9557 7.9414
O: -0.4362 0.5297 9.1598
S: -1.3499 -0.6059 9.8522
O: -0.8177 -1.8811 9.5025
O: -1.5972 -0.2226 11.2005
O: -2.6871 -0.3633 8.9881
H: -2.9171 1.6702 8.7930
H: -3.1210 0.7497 7.2842
H: -0.7668 1.9741 7.6928
H: -0.7391 0.2809 7.1431
C: 3.0753 -2.2689 -0.0567
C: 3.5633 -1.4743 1.1392
O: 4.3889 -2.3855 1.8760
S: 5.1078 -3.3925 0.8445
O: 6.4220 -2.9092 0.5820
O: 4.8551 -4.7304 1.2712
O: 4.1901 -3.0795 -0.4467
H: 2.2515 -2.9319 0.2187
H: 2.7633 -1.6278 -0.8801
H: 2.7446 -1.1109 1.7582
H: 4.1859 -0.6305 0.8279
C: 2.2106 7.1798 4.9110
C: 0.9109 7.1361 4.1323
O: 1.2617 6.5855 2.8597
S: 2.4739 5.5388 3.0518
O: 1.9252 4.2246 3.1200
O: 3.5178 5.8911 2.1535
O: 2.9029 5.9829 4.5463
H: 2.8238 8.0337 4.6114
H: 2.0463 7.2128 5.9867
H: 0.4641 8.1212 4.0149
H: 0.1890 6.4637 4.6044
C: 5.7880 -7.5757 1.3659
C: 5.8959 -7.8246 2.8562
O: 5.6477 -9.2263 3.0128
S: 6.1989 -10.0096 1.7133
O: 7.4922 -10.5252 2.0130
O: 5.1503 -10.8241 1.2023
O: 6.3783 -8.7287 0.7505
H: 4.7447 -7.5166 1.0493
H: 6.3090 -6.6722 1.0608
H: 5.1784 -7.2398 3.4279
H: 6.9055 -7.6172 3.2205
C: 1.4207 -2.8369 11.6665
C: 2.3371 -1.7025 11.2576
O: 3.5825 -1.9878 11.9031
S: 3.7714 -3.5892 12.0057
O: 4.5936 -4.0158 10.9260
O: 4.0532 -3.9205 13.3605
O: 2.2480 -4.0056 11.6749
H: 1.0337 -2.6875 12.6779
H: 0.5895 -2.9641 10.9771
H: 1.9580 -0.7295 11.5648
H: 2.5072 -1.7012 10.1778
C: 5.1010 1.7980 3.9142
C: 5.1718 1.5490 5.4095
O: 4.9197 0.1512 5.5594
S: 5.5003 -0.6352 4.2677
O: 6.7860 -1.1511 4.5916
O: 4.4600 -1.4418 3.7311
O: 5.7031 0.6518 3.3122
H: 4.0657 1.8570 3.5682
H: 5.6312 2.7027 3.6204
H: 4.4405 2.1338 5.9646
H: 6.1729 1.7569 5.7976
C: 4.5506 1.6684 -7.5176
C: 4.5740 1.4143 -6.0227
O: 4.4037 0.0007 -5.8902
S: 5.0875 -0.7369 -7.1516
O: 6.3842 -1.1753 -6.7700
O: 4.1229 -1.6083 -7.7337
O: 5.2499 0.5614 -8.0962
H: 3.5282 1.6650 -7.9035
H: 5.0346 2.6062 -7.7848
H: 3.7843 1.9479 -5.4971
H: 5.5419 1.6805 -5.5902
C: -5.2352 5.6262 -7.3494
C: -4.3457 6.7939 -7.7311
O: -3.1133 6.5521 -7.0538
S: -2.8688 4.9551 -6.9467
O: -2.0043 4.5635 -8.0075
O: -2.6158 4.6319 -5.5888
O: -4.3708 4.4904 -7.3213
H: -5.6559 5.7593 -6.3492
H: -6.0427 5.4718 -8.0638
H: -4.7661 7.7527 -7.4330
H: -4.1453 6.8036 -8.8062

Forces on atoms 1 to 3 (eV/Å):
C 0.400 1.012 -0.912
Si -0.164 -0.804 -0.705
C -0.019 0.041 0.186

[2]
This record from the Open Molecules 2025 dataset describes a structure of composition C39H70MnN9O. The level of theory is ωB97M-V with the def2-TZVPD basis set.

The multiplicity is 6. The calculation puts the HOMO energy (alpha / beta) at -12.2 / -12.1 eV. Its energy is -88349.205 eV. As for the charge: +1. The energy above the lowest of the compared OMol25 structures with the same formula, charge and spin is 21.6 kcal per mole. The value obtained for the molar mass is 735.99 g mol⁻¹.

Atoms and positions in Å:
Mn: 0.6682 -4.0121 2.3713
C: -0.2764 -1.3833 -0.5830
C: 0.5364 -1.1092 0.6796
C: 0.2087 0.2508 1.2809
O: 0.3753 -2.1345 1.6124
H: -0.0772 -2.3195 -1.1074
H: -0.2562 -0.5388 -1.2772
H: -1.3462 -1.4428 -0.3423
H: 1.5803 -1.1180 0.3311
H: 0.9526 0.5499 2.0208
H: -0.7553 0.2449 1.7930
H: 0.1774 1.0684 0.5571
C: -4.4237 3.0323 -0.0034
C: -3.3408 2.1096 0.5616
C: -2.7403 2.5779 1.8692
C: -1.7493 3.6774 1.8648
N: -1.0201 4.5642 1.8302
H: -4.1274 4.0823 0.0531
H: -5.3419 2.9589 0.5823
H: -4.6713 2.8300 -1.0448
H: -2.5612 1.9996 -0.1964
H: -3.7562 1.1012 0.6166
H: -2.2851 1.6956 2.3224
H: -3.4895 2.9680 2.5642
C: -4.1190 -0.2882 3.7182
C: -3.2396 -1.3851 3.0916
C: -3.8747 -2.0422 1.8612
C: -5.2709 -2.4337 1.9522
N: -6.3789 -2.7293 1.9905
H: -3.7521 0.1099 4.6631
H: -5.0487 -0.7973 3.9762
H: -4.2288 0.5097 2.9859
H: -3.1070 -2.1092 3.8997
H: -2.2550 -1.0608 2.7506
H: -3.3285 -2.9482 1.5864
H: -3.7333 -1.3829 1.0003
C: 1.2166 -0.4837 -4.2268
C: 1.9747 -1.4020 -5.2209
C: 1.0746 -2.0594 -6.2410
C: -0.0049 -2.8452 -5.6369
N: -0.8406 -3.4981 -5.1961
H: 0.5655 0.2354 -4.7220
H: 1.9560 0.1285 -3.7083
H: 0.6970 -1.1400 -3.5291
H: 2.5504 -2.1693 -4.6973
H: 2.7233 -0.7761 -5.7096
H: 1.6677 -2.6951 -6.8999
H: 0.6215 -1.2811 -6.8591
C: 3.2890 -3.2674 -2.2561
C: 2.7421 -4.5671 -2.8150
C: 1.3850 -4.9819 -2.2434
C: 1.2779 -4.9189 -0.7843
N: 1.2376 -4.8690 0.3600
H: 4.3241 -3.0870 -2.5388
H: 3.2790 -3.3492 -1.1620
H: 2.6651 -2.3906 -2.4454
H: 3.5314 -5.3059 -2.6664
H: 2.6278 -4.4935 -3.8978
H: 1.1717 -6.0154 -2.5192
H: 0.5967 -4.3279 -2.6231
C: -3.9668 -3.4341 -3.0943
C: -3.0381 -2.9933 -1.9759
C: -2.7517 -4.1411 -0.9959
C: -2.0555 -5.3077 -1.5336
N: -1.5114 -6.2089 -1.9928
H: -4.7935 -4.0199 -2.6848
H: -3.4983 -4.0801 -3.8388
H: -4.4091 -2.6191 -3.6669
H: -3.6045 -2.3307 -1.3169
H: -2.1137 -2.5488 -2.3369
H: -3.6826 -4.4023 -0.4863
H: -2.1847 -3.7225 -0.1565
C: -0.1475 0.5863 4.8111
C: 0.4544 1.9641 4.5737
C: -0.0628 3.1277 5.4035
C: -1.5121 3.3211 5.4976
N: -2.6411 3.5192 5.5776
H: 0.3043 -0.2256 4.2335
H: -1.2097 0.4846 4.5783
H: 0.0207 0.2492 5.8388
H: 0.2196 2.1990 3.5289
H: 1.5425 1.9110 4.5707
H: 0.3616 4.0580 5.0275
H: 0.1624 3.0011 6.4681
C: 4.2188 0.2603 2.1596
C: 5.2755 -0.8453 2.1848
C: 4.8551 -2.0692 1.3212
C: 3.7778 -2.8734 1.8818
N: 2.9579 -3.5282 2.3387
H: 4.5233 1.1555 2.7008
H: 3.2691 -0.0317 2.6168
H: 3.9594 0.5492 1.1395
H: 5.4909 -1.2581 3.1716
H: 6.2339 -0.4499 1.8518
H: 5.7070 -2.7420 1.1973
H: 4.5522 -1.7800 0.3127
C: -1.0160 3.0266 -2.1828
C: -0.7062 3.9493 -3.3638
C: 0.6585 4.6307 -3.2919
C: 1.7663 3.6666 -3.2338
N: 2.6326 2.9193 -3.1347
H: -2.0087 2.5921 -2.2908
H: -0.8797 3.5730 -1.2476
H: -0.3399 2.1656 -2.1631
H: -1.5587 4.6274 -3.4026
H: -0.7321 3.3504 -4.2767
H: 0.7504 5.3121 -2.4421
H: 0.8130 5.3096 -4.1326
C: 2.3260 3.2647 0.5585
C: 2.6938 4.7145 0.2789
C: 2.3826 5.7036 1.4094
C: 2.5573 5.1055 2.7383
N: 2.7354 4.6284 3.7678
H: 1.3019 3.0837 0.8816
H: 3.0707 2.8419 1.2329
H: 2.4028 2.7691 -0.4136
H: 2.1263 5.0397 -0.5956
H: 3.7474 4.7976 0.0111
H: 1.3299 5.9961 1.3807
H: 2.9696 6.6221 1.4128

Forces on atoms 1 to 3 (eV/Å):
Mn 1.255 2.909 -2.493
C -1.313 0.449 0.098
C 0.150 -0.494 -0.742

Q: The lowest charge belongs to which entry?
A: C39H70F2NO47S11Si

Q: Which of these has the highest charge?
A: C39H70MnN9O

Q: Among the records above, which one has the lowest energy?
A: C39H70F2NO47S11Si